Record 1
A cluster of 4 separate species, C21H31BF9N3O11 in total in a non-equilibrium geometry. Source: OMol25; level of theory: ωB97M-V/def2-TZVPD.

Summary:
**SMILES**: CCCN[C@H]1OC(=O)O[C@]1(N=C=O)B(O)N(C)C.CCOC(=O)C(F)(F)F.CCOC(=O)C(F)(F)F.CCOC(=O)C(F)(F)F

Geometry (Å):
F1 -1.68 -0.40 9.40
F2 1.19 -6.34 -3.51
F3 1.22 -4.91 -1.90
F4 4.19 3.22 -3.95
F5 4.99 1.28 -4.41
F6 -1.59 -2.47 9.97
F7 0.19 -1.46 9.29
F8 6.10 2.64 -3.14
F9 0.29 -4.39 -3.77
O1 3.33 2.18 -1.54
O2 4.69 0.41 -1.89
O3 -2.56 0.17 1.47
O4 -4.61 0.80 2.32
O5 -4.00 1.09 0.07
O6 -2.70 -1.56 -1.00
O7 -0.23 0.91 2.75
O8 3.39 -3.74 -3.13
O9 -1.27 -0.96 6.81
O10 -1.75 -3.10 7.29
O11 2.90 -4.90 -4.99
N1 -0.32 3.11 1.62
N2 -2.34 2.01 -1.59
N3 -0.95 -0.19 -0.13
C1 -3.69 3.28 -3.26
C2 -3.33 1.83 -2.66
C3 -3.85 0.70 1.43
C4 -1.20 3.98 2.45
C5 5.30 -5.23 -5.18
C6 4.10 -4.42 -5.61
C7 -0.10 3.65 0.25
C8 4.86 2.19 -3.42
C9 -1.48 -1.23 5.41
C10 -1.13 -1.58 9.08
C11 -4.33 4.21 -2.15
C12 2.85 -0.91 -1.02
C13 -1.76 -1.02 -0.59
C14 -1.44 -2.00 7.64
C15 -2.77 1.76 -0.25
C16 2.67 -4.48 -3.74
C17 -2.95 -1.18 5.08
C18 4.16 -0.22 -0.71
C19 1.34 -5.03 -3.22
C20 -1.67 0.94 0.57
C21 4.18 1.62 -2.18
B1 -0.71 1.70 1.64
H1 -0.54 4.76 2.94
H2 -1.41 1.69 -1.81
H3 -1.64 3.34 3.27
H4 -3.11 -1.30 4.00
H5 6.19 -4.91 -5.72
H6 4.05 0.50 0.10
H7 -0.95 1.02 3.41
H8 2.08 -0.19 -1.31
H9 4.90 -0.96 -0.39
H10 -4.81 5.08 -2.67
H11 -1.10 3.92 -0.18
H12 -4.24 1.22 -2.43
H13 5.48 -5.13 -4.11
H14 -0.95 -0.45 4.86
H15 -4.30 3.19 -4.20
H16 2.97 -1.61 -1.85
H17 -3.54 4.56 -1.42
H18 0.45 4.63 0.38
H19 5.13 -6.30 -5.38
H20 -3.39 -0.22 5.39
H21 -1.03 -2.18 5.13
H22 -2.81 1.30 -3.52
H23 -2.68 3.71 -3.55
H24 -3.50 -1.96 5.60
H25 4.24 -3.35 -5.41
H26 -1.98 4.44 1.78
H27 -5.12 3.60 -1.62
H28 -2.84 2.71 0.38
H29 2.49 -1.46 -0.15
H30 3.95 -4.52 -6.69
H31 0.48 2.95 -0.42

Record 2
The ion C6H10N3 with charge +1 in a non-equilibrium geometry. Source: OMol25; level of theory: ωB97M-V/def2-TZVPD.

Summary:
**SMILES**: CN/C=C\C=C(\N)C#[NH+]
**Total charge**: +1
**Relative energy (zero: lowest compared OMol25 entry of this formula, charge and spin)**: 91.69 kcal/mol

Geometry (Å):
N1 -0.08 3.04 0.67
N2 2.12 0.60 0.68
N3 -0.52 -1.21 0.10
C1 -0.03 1.76 0.06
C2 -0.99 1.42 -0.95
C3 1.05 1.01 0.40
C4 -0.45 -0.98 -1.22
C5 -0.73 0.23 -1.73
C6 -0.38 -2.49 0.85
H1 -1.56 2.37 -1.24
H2 -0.96 3.35 0.98
H3 -0.92 -0.51 0.61
H4 3.12 0.41 0.48
H5 -0.11 -3.23 0.22
H6 0.32 -2.19 1.67
H7 0.47 3.19 1.50
H8 -1.25 -2.69 1.36
H9 -0.26 -1.80 -1.84
H10 -1.14 0.33 -2.79

Record 3
An isolated molecule of C2H6FN3O in a non-equilibrium geometry. Source: OMol25; level of theory: ωB97M-V/def2-TZVPD.

Summary:
**SMILES**: N/N=C(\CF)NO
**Relative energy (zero: lowest compared OMol25 entry of this formula, charge and spin)**: 62.52 kcal/mol

Geometry (Å):
F1 -0.99 2.19 0.03
O1 -2.14 -1.42 -0.06
N1 1.73 -0.47 -0.01
N2 -1.64 -0.11 -0.14
N3 0.44 -1.13 -0.04
C1 -0.37 -0.04 -0.07
C2 0.10 1.35 -0.17
H1 2.42 -0.46 1.04
H2 0.93 1.54 0.59
H3 0.70 1.41 -1.18
H4 -1.40 -2.00 0.14
H5 2.36 -1.16 -0.79
H6 -2.15 0.29 0.66

Number 1: energy -2734.3887 Eh. Number 2: energy -398.5202 Eh. Number 3: energy -418.9834 Eh.